--- w ---
Computed, not measured: 2 unconnected molecules or ions with the total composition C4H14N4O, with wB97M-V/def2-TZVPD.

Bonds (Å) are listed after each position.
Atoms and positions in Å:
1 C 2.43163 0.47764 0.24267  C2 1.518, N3 1.514, H6 1.093, H7 1.100
2 C 2.59176 -0.97515 -0.16916  C1 1.518, H8 1.088, H9 1.087, H10 1.089
3 N 1.04337 0.99515 -0.06924  C1 1.514, H4 1.015, H5 1.016
4 H 0.97729 1.98329 0.15277  N3 1.015
5 H 0.84782 0.89205 -1.06137  N3 1.016
6 H 2.60930 0.59413 1.31436  C1 1.093
7 H 3.17349 1.09236 -0.28733  C1 1.100
8 H 3.61865 -1.29570 -0.00657  C2 1.088
9 H 1.93883 -1.61041 0.42424  C2 1.087
10 H 2.35902 -1.10543 -1.22450  C2 1.089
11 C -1.35504 -1.56915 -0.59686  N12 1.444, H21 1.089, H22 1.093, H23 1.094
12 N -1.65146 -0.33976 0.09959  C11 1.444, C13 1.397, N14 1.408
13 C -2.00364 0.79858 -0.63054  N12 1.397, N15 1.377, O16 1.222
14 N -1.22316 -0.16363 1.42943  N12 1.408, H17 1.029, H18 1.018
15 N -2.25489 1.89663 0.16190  C13 1.377, H19 1.008, H20 1.006
16 O -2.41667 0.70306 -1.77614  C13 1.222
17 H -0.19671 -0.09503 1.41721  N14 1.029
18 H -1.53754 -0.96557 1.97249  N14 1.018
19 H -2.15987 1.77320 1.15754  N15 1.008
20 H -2.94852 2.53602 -0.18778  N15 1.006
21 H -1.86116 -1.52462 -1.55991  C11 1.089
22 H -1.70308 -2.43499 -0.02797  C11 1.093
23 H -0.27943 -1.66267 -0.77485  C11 1.094

The orbital gap is 0.3559 Ha. Its HOMO energy is -8.8 eV. As for the SMILES: CN(N)C(N)=O.CCN.


--- x ---
Computed, not measured: 2 unconnected molecules or ions with the total composition C4H14N4O, with wB97M-V/def2-TZVPD.

Bonds (Å) are listed after each position.
Atoms and positions in Å:
1 C 1.30415 -1.64910 -1.07794  N4 1.460, H7 1.094, H8 1.092, H9 1.087
2 C 1.76107 -0.39268 0.96921  N4 1.461, H10 1.091, H11 1.093, H12 1.089
3 C 0.50406 1.91478 -0.25366  C5 1.515, H13 1.086, H14 1.089, H15 1.091
4 N 0.82705 -0.65183 -0.12425  C1 1.460, C2 1.461, C5 1.565
5 C 0.05821 0.55662 -0.75418  C3 1.515, N4 1.565, O6 1.231
6 O -0.32759 0.39821 -1.91273  C5 1.231
7 H 2.32515 -1.43686 -1.40774  C1 1.094
8 H 1.27906 -2.62911 -0.59676  C1 1.092
9 H 0.64323 -1.67051 -1.94013  C1 1.087
10 H 2.18612 -1.33249 1.32498  C2 1.091
11 H 2.58107 0.25748 0.65341  C2 1.093
12 H 1.24086 0.07450 1.80444  C2 1.089
13 H 0.51555 1.99631 0.82894  C3 1.086
14 H -0.18348 2.65341 -0.66326  C3 1.089
15 H 1.50344 2.12238 -0.63914  C3 1.091
16 N -1.48141 -0.15237 0.38658  N17 1.416, N18 1.419, H19 1.239
17 N -2.66065 -0.17610 -0.39654  N16 1.416, H20 1.019, H21 1.029
18 N -1.55707 0.65728 1.54985  N16 1.419, H22 1.021, H23 1.018
19 H -0.51331 -0.91722 0.26972  N16 1.239
20 H -3.42909 -0.82619 -0.24000  N17 1.019
21 H -2.39858 -0.50590 -1.33536  N17 1.029
22 H -2.03275 1.53333 1.32783  N18 1.021
23 H -2.14508 0.17605 2.22674  N18 1.018

The orbital gap is 0.3259 Ha. Its HOMO energy is -7.9 eV. As for the SMILES: CC(=O)N(C)C.NNN.


On energetic grounds, w is preferred over the next structure by 343.8 kJ/mol.


--- w ---
Computed, not measured: 2 unconnected molecules or ions with the total composition C8H12Si, with wB97M-V/def2-TZVPD.

Bonds (Å) are listed after each position.
Atoms and positions in Å:
1 C -0.94513 2.52219 -0.73741  C3 1.200, H10 1.122
2 C 3.41857 0.41276 1.07873  C4 1.224, H11 0.968
3 C -1.51766 3.35222 -1.38748  C1 1.200, H17 1.072
4 C 2.44419 -0.24917 0.74474  C2 1.224, Si9 1.851
5 C -1.40448 -0.68107 -1.29780  C8 1.442, H12 1.088, H13 1.145, H14 1.152
6 C 0.24927 -2.30985 -0.41320  C8 1.592, Si9 1.929, H15 1.068, H16 1.105
7 C 0.01222 0.08018 2.31680  Si9 1.933, H18 1.013, H19 1.138, H20 1.075
8 C -0.01254 -0.83577 -0.95341  C5 1.442, C6 1.592, Si9 1.854, H21 1.121
9 Si 0.69189 -0.84484 0.76142  C4 1.851, C6 1.929, C7 1.933, C8 1.854
10 H -0.36093 1.76057 -0.15728  C1 1.122
11 H 4.22487 0.91627 1.26018  C2 0.968
12 H -1.86392 0.29482 -1.44123  C5 1.088
13 H -1.61189 -1.15970 -2.31698  C5 1.145
14 H -2.03525 -1.34483 -0.59941  C5 1.152
15 H 1.04310 -2.82139 -0.91098  C6 1.068
16 H -0.60220 -2.96769 -0.16019  C6 1.105
17 H -2.22618 3.93712 -1.93984  C3 1.072
18 H -0.67892 0.79630 2.12788  C7 1.013
19 H -0.35594 -0.58789 3.16184  C7 1.138
20 H 0.92613 0.44880 2.74571  C7 1.075
21 H 0.60481 -0.71905 -1.88208  C8 1.121

The orbital gap is 0.3553 Ha. Its HOMO energy is -8.9 eV. As for the SMILES: C#C[Si@]1(C)C[C@H]1C.C#C.


--- x ---
Computed, not measured: C8H12Si in the gas phase, with wB97M-V/def2-TZVPD.

Bonds (Å) are listed after each position.
Atoms and positions in Å:
1 C -0.80733 0.25111 2.63858  C5 1.320, H10 1.068, H11 1.076
2 C -0.53306 2.61642 -0.38768  C6 1.309, H12 1.071, H13 1.077
3 C -1.36517 -0.82079 -1.90360  C7 1.306, H14 1.078, H15 1.096
4 C 1.66135 -2.29171 -0.53613  C8 1.317, H16 1.078, H17 1.046
5 C 0.28307 0.14476 1.90204  C1 1.320, Si9 1.857, H18 1.064
6 C 0.47549 1.79105 -0.50550  C2 1.309, Si9 1.877, H19 1.085
7 C -1.19665 -0.72521 -0.61219  C3 1.306, Si9 1.823, H20 1.079
8 C 1.76452 -0.97905 -0.54790  C4 1.317, Si9 1.834, H21 1.050
9 Si 0.33655 0.00433 0.05114  C5 1.857, C6 1.877, C7 1.823, C8 1.834
10 H -1.78892 0.06952 2.25910  C1 1.068
11 H -0.73849 0.62084 3.64622  C1 1.076
12 H -0.51774 3.61219 -0.78173  C2 1.071
13 H -1.34672 2.30641 0.24538  C2 1.077
14 H -0.64697 -0.48455 -2.63449  C3 1.078
15 H -2.22552 -1.40134 -2.25658  C3 1.096
16 H 0.77520 -2.79092 -0.17862  C4 1.078
17 H 2.46784 -2.86900 -0.86837  C4 1.046
18 H 1.23653 0.49496 2.21995  C5 1.064
19 H 1.40384 2.11791 -0.96211  C6 1.085
20 H -1.86132 -1.18607 0.10208  C7 1.079
21 H 2.62352 -0.48086 -0.88961  C8 1.050

The orbital gap is 0.3841 Ha. Its HOMO energy is -9.5 eV. As for the SMILES: C=C[Si](C=C)(C=C)C=C.


On energetic grounds, x is preferred over the next structure by 304.3 kJ/mol.